DFT (the ωB97M-V functional and the def2-TZVPD basis) results for a cluster of 2 separate species, CFNO3 in total.

Last column: Löwdin spin population.
Cartesian coordinates (Å):
C  1.63178  -0.25557  0.03717  0.0024
N  -1.60266  0.71600  -0.08264  0.8340
O  2.15150  -0.47097  1.04582  0.0017
O  1.31728  -0.03351  -1.05706  0.0047
O  -2.54317  0.47802  -0.66784  0.6759
F  -0.95473  -0.43397  0.72455  0.4812

Output
LUMO energy (alpha / beta)   0.0250 / -0.1507 Ha
F_max   4.2 eV/A
Multiplicity   3
Frontier orbital gap (alpha / beta)   10.0 / 8.8 eV
Calculated total energy   -418.274794 a.u.
Highest occupied orbital energy (alpha / beta)   -9.349 / -12.870 eV
Energy relative to the best compared isomer or geometry (same formula, charge and spin)   0.0 kcal/mol